Entry 1:
This record from OMol25 describes the ion C6H9N2O with charge +1. The level of theory is wB97M-V/def2-TZVPD.

Properties
Orbital gap = 10.1 eV
Calculated total energy = -11386.1227 eV
Lowest unoccupied orbital energy = -4.510 eV

```
! RIJCOSX wB97M-V def2-TZVPD def2/J DEFGRID3
* xyz 1 1
C -3.492 -1.347 -0.012
N -2.491 -0.804 0.014
C -1.569 0.690 -0.065
O -2.230 1.646 0.058
N -0.344 0.411 -0.167
C 0.639 1.491 0.004
C 1.991 0.810 -0.035
C 1.758 -0.752 -0.052
C 0.229 -0.944 0.069
H -4.456 -1.763 -0.075
H 0.284 2.118 0.847
H 0.620 2.159 -0.926
H 2.411 0.938 1.031
H 2.798 0.975 -0.706
H 1.945 -1.100 -1.103
H 2.151 -1.468 0.617
H -0.295 -1.705 -0.527
H 0.052 -1.355 1.028
*
```

Löwdin population analysis, charges in e, atoms 1 to 5:
1. C 0.25
2. N 0.23
3. C -0.39
4. O 0.24
5. N -0.02

Entry 2:
This record from OMol25 describes a structure of composition C11H12BCl2F3N6O3RuS. The level of theory is wB97M-V/def2-TZVPD.

Properties
Orbital gap (spin up / spin down) = 9.3 / 7.2 eV
Calculated total energy = -73971.3868 eV
Lowest unoccupied orbital energy (spin up / spin down) = -3.658 / -5.675 eV

```
! RIJCOSX wB97M-V def2-TZVPD def2/J DEFGRID3
* xyz 1 2
Ru 0.098 -0.660 1.205
C 3.292 0.572 3.610
C 2.684 -0.323 2.733
N 1.502 0.170 2.364
N 1.328 1.354 2.964
C 2.399 1.621 3.725
B 0.078 2.152 2.573
N 0.069 2.204 1.002
C 0.020 3.236 0.169
C -0.022 2.774 -1.147
C 0.001 1.402 -1.046
N 0.060 1.052 0.259
N -1.153 1.308 2.962
C -2.246 1.552 3.693
C -3.115 0.480 3.561
C -2.473 -0.397 2.694
N -1.285 0.119 2.362
H 4.254 0.472 4.080
H 3.030 -1.271 2.353
H 2.463 2.544 4.277
H 0.053 3.233 3.068
H 0.018 4.242 0.554
H -0.062 3.364 -2.044
H -0.017 0.643 -1.806
H -2.344 2.470 4.246
H -4.085 0.364 4.011
H -2.791 -1.344 2.285
F -0.170 -4.988 -0.509
C 0.002 -4.083 -1.463
F -1.026 -4.103 -2.293
F 1.123 -4.324 -2.116
S 0.118 -2.412 -0.702
O 1.240 -2.458 0.276
O -1.117 -2.195 0.112
O 0.311 -1.474 -1.763
Cl 0.210 -1.016 5.217
C -0.481 -2.427 4.441
Cl 0.180 -2.719 2.797
H -1.553 -2.303 4.349
H -0.223 -3.315 5.006
*
```

Löwdin population analysis, charges in e, atoms 1 to 5:
1. Ru 1.30
2. C -0.02
3. C -0.11
4. N -0.13
5. N -0.02

Entry 3:
This record from OMol25 describes a cluster of 2 separate species, C5H16N in total. The level of theory is wB97M-V/def2-TZVPD.

Properties
Orbital gap = 11.3 eV
Calculated total energy = -6928.0103 eV
Lowest unoccupied orbital energy = -3.624 eV

```
! RIJCOSX wB97M-V def2-TZVPD def2/J DEFGRID3
* xyz 1 1
C -2.582 -1.833 0.879
N -1.492 -1.437 -0.079
H -2.942 -2.812 0.594
H -2.162 -1.827 1.880
H -3.365 -1.087 0.804
H -1.863 -1.262 -1.013
H -0.782 -2.170 -0.168
H -0.981 -0.593 0.204
C 1.434 -0.324 1.269
C 1.735 0.630 0.116
C 0.550 1.051 -0.755
C 0.858 2.279 -1.597
H 0.579 0.007 1.867
H 2.286 -0.343 1.946
H 1.269 -1.362 0.966
H 2.510 0.193 -0.512
H 2.175 1.546 0.524
H -0.306 1.279 -0.101
H 0.257 0.236 -1.429
H 1.111 3.131 -0.962
H 0.000 2.597 -2.182
H 1.708 2.104 -2.251
*
```

Löwdin population analysis, charges in e, atoms 1 to 5:
1. C 0.01
2. N 0.14
3. H 0.10
4. H 0.11
5. H 0.11